Record 1
89
Properties=species:S:1:pos:R:3:forces:R:3:mulliken_charge:R:1 method="wB97M-V/def2-TZVPD" e_lumo_ev=-0.3 homo_ev=-8.1 gap_ev=7.8
Br -6.298472 3.581253 3.152815 0.040 0.074 -0.001 -0.15
Br 7.632676 -0.292032 -2.812181 -0.079 0.012 -0.040 -0.17
Br -8.083177 1.958873 -3.842397 -0.005 0.055 0.066 -0.14
Br -5.906445 4.852091 -3.185176 0.159 -0.106 -0.154 -0.09
Br 4.602759 0.585680 -0.863631 5.195 1.105 -3.880 0.21
Br -4.226755 4.235679 0.168823 -0.071 -0.110 0.007 -0.09
Br -2.007109 2.320398 -2.654016 -0.388 0.715 -0.927 -0.06
Br -4.236000 -0.535250 -3.246565 -0.014 0.058 0.081 -0.13
O 5.243664 -2.760472 -0.304245 -0.512 -0.282 -0.243 -0.64
O 2.125504 1.877462 -0.576149 -0.272 0.296 0.192 -0.54
O 2.452050 -2.456295 -2.268597 -0.082 -0.317 -0.026 -0.67
N 2.076145 -2.296081 5.819280 0.539 -0.246 -0.560 -0.73
N 1.409008 -4.553207 0.141715 0.056 0.405 0.191 -0.40
C 3.126680 0.968022 4.058772 -0.790 -0.068 -0.349 -0.94
C 3.051588 -1.467884 -0.177740 -1.135 -0.448 0.873 0.83
C 1.914533 0.724907 -0.322658 -0.265 -0.870 0.730 -0.53
C -1.329510 -2.423736 -0.341202 -0.090 0.185 -0.726 -0.37
C 2.975804 -0.220727 0.346170 -1.353 -0.096 1.378 -0.19
C -2.827972 1.717929 -4.310557 0.047 0.343 0.128 -0.56
C -0.676981 2.031774 0.139440 0.266 -0.468 -0.862 -0.77
C -4.231407 1.229202 -4.070309 -0.031 -0.195 -0.155 -0.37
C 7.030257 1.453107 -2.190175 0.329 -0.030 0.090 -0.65
C -0.477131 3.161724 0.473904 -0.235 0.481 0.164 -0.11
C -0.742206 0.675348 -0.438098 0.171 -0.006 0.999 -0.14
C 3.751981 0.377134 1.580075 -2.688 -0.271 0.745 -1.10
C 3.918087 -3.323736 1.742175 0.241 0.978 0.184 -1.00
C 2.463843 -1.472752 4.628997 -0.895 -0.130 1.077 0.17
C 2.119239 -1.795990 -1.313046 -0.160 0.720 0.659 -0.37
C 0.621765 0.030364 -0.663805 -0.077 0.053 -0.095 1.66
C 0.717619 -1.198532 -1.177357 0.132 -0.337 -0.399 0.71
C 6.427676 1.366945 -0.812008 -0.550 0.485 -0.333 -0.84
C -0.910444 -4.484796 1.127080 -0.337 1.008 -0.041 -0.99
C -6.674538 4.229473 -4.861361 -0.012 0.356 0.122 -0.51
C -0.483438 -2.035340 -1.597307 0.725 -0.276 0.394 -1.76
C -6.719547 4.584862 1.538807 -0.168 -0.214 0.157 -0.61
C 2.626762 0.736674 2.602156 0.419 0.658 0.294 -0.55
C -8.077674 3.721332 -4.669117 -0.041 -0.297 -0.139 -0.60
C -6.145175 3.928754 0.312114 0.194 0.206 -0.051 -0.36
C -1.558060 -3.945059 -0.174593 -0.012 0.294 0.963 -1.28
C 0.568969 -4.108868 1.254746 0.183 -0.880 0.298 0.00
C 2.567548 -0.023717 5.103033 1.053 -0.061 -0.154 -0.88
B 4.086204 -2.526806 0.388068 0.359 -0.635 -0.342 0.78
H 0.957910 -4.593518 2.160371 -0.005 0.176 -0.092 0.57
H -1.229560 0.065832 0.334555 -0.095 -0.061 -0.291 0.08
H 2.926073 -2.776006 6.100339 -0.156 0.014 0.397 0.27
H -2.634804 -4.084661 -0.035062 0.133 -0.377 -0.495 0.39
H 3.404256 -1.847657 4.215649 -0.107 0.295 -0.198 0.26
H -1.457630 -3.989505 1.945361 0.188 -0.145 0.007 0.36
H 0.714984 -3.033716 1.426225 -0.190 -0.096 -0.183 -0.34
H -1.100030 -5.555799 1.253009 0.272 0.049 -0.198 0.41
H -4.761948 1.105606 -5.013161 0.021 -0.021 0.001 0.35
H -1.075950 -1.541258 -2.374874 0.000 0.098 0.241 0.48
H -0.091956 -2.949147 -2.060243 -0.053 0.187 -0.034 0.66
H 1.647020 -1.605670 3.911621 0.364 0.176 -0.219 0.07
H -4.802936 1.883919 -3.417892 0.065 0.019 0.018 0.06
H 1.772997 0.052843 2.533933 0.275 -0.128 0.192 0.45
H 4.222317 0.991381 4.029361 -0.116 -0.161 0.247 0.42
H -8.680448 4.368682 -4.040596 0.062 0.038 0.005 0.37
H -6.293963 2.853591 0.294850 -0.025 0.011 0.063 0.39
H 1.827240 -5.453078 0.319925 -0.145 -0.102 -0.217 0.29
H 3.264520 -0.032679 5.953700 -0.182 0.027 -0.044 0.29
H -6.668234 5.097395 -5.517612 -0.049 -0.025 -0.016 0.37
H -1.383509 0.665805 -1.345891 0.694 -0.369 0.968 -0.16
H -2.833307 2.588589 -4.964372 -0.068 -0.025 -0.018 0.36
H 2.232671 1.701407 2.255805 -0.077 -0.250 -0.082 0.31
H -2.289285 -1.901290 -0.416200 0.044 -0.183 0.057 0.57
H 1.614506 0.307601 5.526337 -0.016 -0.103 -0.315 0.32
H -0.831685 -1.995507 0.533293 -0.122 -0.245 0.016 0.29
H 7.008186 0.755148 -0.127984 -0.024 -0.083 -0.077 0.44
H 6.305863 2.365390 -0.389260 0.053 0.002 -0.069 0.39
H 4.900260 -3.421765 2.224936 -0.178 -0.031 -0.014 0.35
H 0.925728 -4.547303 -0.744692 0.065 -0.157 -0.019 0.14
H 5.148120 -2.490560 -1.227688 0.292 0.325 0.074 0.29
H -0.325335 4.187380 0.723471 -0.021 -0.159 0.104 0.40
H 1.461529 -3.046246 5.520678 -0.042 0.059 0.023 0.26
H -7.806549 4.598898 1.488920 0.013 -0.012 -0.050 0.37
H 7.923491 2.075960 -2.183023 -0.001 -0.020 -0.003 0.41
H 4.205952 1.321005 1.303298 -0.118 -0.018 0.186 0.41
H -2.175904 0.958794 -4.731447 -0.073 -0.047 -0.007 0.41
H -1.182996 -4.500084 -1.039191 -0.346 0.053 -0.018 0.42
H -8.570636 3.589245 -5.630044 0.036 0.021 -0.010 0.36
H -6.001060 3.475420 -5.256777 -0.060 -0.043 0.000 0.26
H 4.561788 -0.234796 1.990512 -0.360 -0.440 -0.215 0.69
H 3.507979 -4.322390 1.598839 -0.007 0.124 -0.121 0.37
H 2.793058 1.965068 4.368112 0.273 -0.072 -0.012 0.31
H 6.335458 1.830550 -2.933513 -0.046 -0.019 0.053 0.36
H -6.352502 5.594785 1.690538 0.047 -0.017 -0.055 0.36
H 3.255574 -2.740482 2.390465 0.016 -0.411 0.074 -0.02
H -6.573238 4.364899 -0.585705 -0.075 -0.001 0.035 0.05

***

Record 2
88
Properties=species:S:1:pos:R:3:forces:R:3:mulliken_spin:R:1 method="wB97M-V/def2-TZVPD" spin_multiplicity=3 e_lumo_ev="0.2 / 0.2" homo_ev="-8.1 / -9.2" gap_ev="8.3 / 9.4" s2=2.01
Br -10.093329 -0.789505 0.400248 -0.011 0.160 -0.212 0.00
Br -8.522102 -3.810122 1.115338 -0.025 -0.291 -0.008 0.00
Cl -9.378555 -2.369122 -3.022389 -0.062 -0.099 -0.048 0.00
F -4.862132 -0.682218 -0.476087 0.013 -0.064 0.077 0.00
F -3.096301 -3.030535 -0.773646 0.175 -0.095 0.230 0.00
F -5.400817 -2.666634 0.252898 -0.061 -0.153 -0.195 0.00
F -3.398193 -1.568527 -2.356023 0.098 0.293 -0.138 0.00
O 0.446557 2.054523 0.594190 0.247 -0.155 0.405 0.55
O 7.952190 4.022032 3.582110 0.247 0.385 -0.158 0.55
O -7.582198 -2.151376 -1.093994 0.267 -0.194 0.019 0.00
O -6.350495 -1.455179 -2.871857 0.009 -0.257 -0.037 0.00
N 8.026687 3.145136 2.649009 -0.724 -0.363 1.080 0.39
N 0.899723 1.337840 -0.368915 -0.970 0.980 -0.349 0.39
C 6.505626 0.716498 3.209292 0.085 0.021 -0.068 -0.02
C -10.652763 -2.521133 -0.280477 -0.401 -0.466 0.300 0.00
C 6.024174 4.288368 1.785555 -0.074 0.185 0.183 -0.01
C 6.692913 2.936159 1.994012 -0.147 -0.088 -0.926 -0.01
C 0.772560 2.950201 -2.248217 -0.285 0.046 -0.015 0.03
C -0.211448 2.044387 -2.983602 0.101 -0.113 0.057 -0.02
C -8.475769 -3.100206 -1.636761 -0.282 -0.014 -0.293 0.00
C 1.708057 2.165296 -1.326122 0.800 -0.247 -0.400 0.02
C -6.443264 -1.836609 -1.748190 -0.105 0.134 -0.016 0.00
C 9.916181 2.353547 4.024302 -0.072 0.166 0.147 -0.01
C -0.156683 0.448457 -0.945534 0.045 -1.128 -0.346 0.00
C -9.498310 -3.478453 -0.546845 0.365 0.530 0.451 0.00
C 2.655774 1.307129 -2.177096 -0.040 -0.129 0.016 0.02
C 7.871917 0.959246 3.846756 -0.284 0.072 0.164 0.03
C 6.823172 2.302874 0.600390 0.127 -0.058 -0.004 0.03
C -5.186084 -1.944037 -0.857491 0.013 0.597 0.141 0.00
C -11.658407 -3.132377 0.701396 0.264 0.237 0.234 0.00
C -1.101227 -0.025525 0.150527 -0.159 0.187 0.364 -0.01
C 5.823829 2.039819 2.876296 0.013 -0.111 0.271 0.03
C 2.592452 3.113987 -0.528226 -0.078 0.195 0.200 -0.04
C -8.442164 -6.584195 -1.572003 -0.044 -0.214 0.037 0.00
C -7.691957 -4.303909 -2.190867 0.722 -0.514 -0.398 0.00
C 0.482043 -0.829884 -1.553166 0.226 0.042 0.049 0.02
C -8.521011 -5.539444 -2.383456 0.186 0.190 -0.269 0.00
C -0.999280 1.193214 -1.990802 -0.094 0.458 -0.087 0.03
C 9.460102 1.241325 1.868550 -0.062 0.128 -0.153 0.02
C 8.790346 1.930602 3.085372 0.657 -0.485 -0.480 0.01
C -3.994028 -2.537011 -1.644322 -0.117 -0.190 -0.201 0.00
H 1.378933 3.517498 -2.958646 0.038 -0.018 0.016 0.00
H -7.235058 -4.001169 -3.135438 -0.029 0.164 0.038 0.00
H 5.591849 2.569057 3.805677 0.075 0.060 -0.018 0.00
H 9.540489 2.744556 4.966488 -0.023 0.051 -0.032 0.00
H 10.530981 1.476717 4.234908 -0.009 -0.012 -0.034 0.00
H 9.201699 0.183537 1.803458 -0.032 0.005 -0.007 0.00
H 5.882642 0.152024 3.905565 0.010 -0.029 -0.011 0.00
H -12.652542 -2.731082 0.515519 -0.029 -0.100 -0.044 0.00
H 7.191722 1.280673 0.613928 -0.002 -0.005 0.015 0.00
H 1.566776 -0.810950 -1.518201 0.000 0.016 0.009 -0.02
H -1.784230 -0.759132 -0.277867 0.066 -0.022 -0.066 0.00
H 0.181577 -1.709114 -0.984002 -0.096 0.012 -0.033 0.00
H -4.290504 -3.323559 -2.338912 -0.144 -0.134 0.083 0.00
H 3.212397 2.560534 0.180041 -0.024 -0.014 0.007 0.02
H -7.546649 -6.778854 -0.993581 -0.334 0.415 0.707 0.00
H -9.272743 -7.272355 -1.472794 0.372 -0.547 -0.587 0.00
H -11.653518 -4.221542 0.635111 -0.191 0.017 -0.145 0.00
H -1.610791 0.459790 -2.519313 -0.002 -0.035 0.044 0.01
H -1.698816 1.852009 -1.466288 0.073 0.000 0.090 0.00
H 7.710940 1.356714 4.853739 0.007 0.097 -0.041 0.00
H -0.907526 2.651424 -3.565188 0.000 -0.008 -0.013 0.00
H 3.301088 0.696932 -1.542555 0.002 0.011 0.005 -0.01
H 6.601265 0.093757 2.315558 0.014 0.038 -0.028 0.00
H 0.215776 3.682316 -1.655098 0.019 -0.057 0.084 0.01
H 6.663303 4.960885 1.211910 0.036 -0.034 0.001 0.00
H 5.776665 4.776950 2.724709 0.075 -0.032 0.034 0.00
H 2.012596 3.847289 0.027129 -0.043 -0.070 0.044 0.00
H 3.249590 3.654756 -1.211417 -0.002 -0.067 -0.051 0.00
H 3.290519 1.970400 -2.765978 0.000 0.036 0.039 0.00
H 5.097501 4.137186 1.229293 0.019 -0.029 -0.020 0.00
H -6.879243 -4.536718 -1.494386 -0.134 0.076 0.170 0.00
H 8.405083 0.014056 3.970358 0.047 0.022 0.005 0.00
H 4.871373 1.865997 2.369357 0.012 0.019 -0.034 0.00
H -11.389469 -2.872042 1.723231 0.025 -0.099 0.025 0.00
H 0.313970 1.412208 -3.704877 0.026 -0.012 0.026 0.00
H 10.544760 1.315983 1.941112 -0.003 -0.060 0.079 0.00
H -11.172400 -2.329025 -1.213398 0.214 0.105 -0.104 0.00
H 5.835997 2.279839 0.136313 -0.014 0.047 0.024 0.00
H -9.915690 -4.454444 -0.773473 -0.054 0.094 -0.295 0.00
H -0.562866 -0.499131 0.972570 0.070 0.001 -0.047 -0.01
H -1.704018 0.780330 0.564108 0.104 0.069 0.005 0.00
H 9.194306 1.710117 0.926773 -0.009 0.014 0.008 -0.01
H 7.481518 2.897050 -0.035523 -0.009 0.010 0.003 -0.02
H 2.146099 0.650735 -2.876807 -0.015 0.002 0.003 0.00
H -9.167102 -5.578169 -3.255501 -0.680 0.409 0.460 0.00
H 10.543902 3.115978 3.562182 -0.002 -0.013 -0.024 0.00
H 0.180062 -0.984646 -2.589950 0.014 0.026 -0.010 0.00